[1]
Below is the molecule CH3BF2O2, with properties calculated with ωB97M-V/def2-TZVPD.

```
! RIJCOSX wB97M-V def2-TZVPD def2/J DEFGRID3
* xyz 0 1
O -1.472 0.813 -0.016
B -0.476 -0.089 0.056
O -0.447 -1.336 -0.379
C 1.118 0.288 0.411
F 2.018 -0.669 0.865
F 1.488 0.892 -0.772
H -2.249 0.659 -0.647
H -1.195 -1.766 -0.856
H 1.214 1.209 1.338
*
```

Properties
SMILES = OB(O)C(F)F
energy above the lowest of the compared OMol25 structures with the same formula, charge and spin = 25.6 kcal per mole
calculated total energy = -415.02601 Ha
gap between HOMO and LUMO = 10.57 eV

=====

[2]
Below is a cluster of 2 separate species, C2H4ClFO2 in total, with properties calculated with ωB97M-V/def2-TZVPD.

```
! RIJCOSX wB97M-V def2-TZVPD def2/J DEFGRID3
* xyz 0 1
C 0.308 -1.400 -0.629
C -1.148 -0.682 1.089
O -0.736 2.048 -0.539
O -0.611 -0.621 -0.082
F -0.935 -1.785 1.853
Cl -2.684 0.122 1.351
H -0.348 1.181 -0.880
H 0.838 -1.021 -1.435
H 0.393 -2.542 -0.433
H -1.711 2.129 -0.740
*
```

Properties
energy above the lowest of the compared OMol25 structures with the same formula, charge and spin = 100.4 kcal per mole
calculated total energy = -788.98249 Ha
gap between HOMO and LUMO (spin up / spin down) = 8.82 / 8.16 eV

=====

[3]
Below is a structure of composition C31H28NaO4, with properties calculated with ωB97M-V/def2-TZVPD.

```
! RIJCOSX wB97M-V def2-TZVPD def2/J DEFGRID3
* xyz -1 1
Na -2.068 1.188 0.124
C 1.376 3.897 -0.101
C 0.323 2.868 -0.549
C -0.734 3.500 -1.449
O 0.993 1.823 -1.221
C 0.459 0.574 -0.754
C 0.233 0.986 0.719
O -0.302 2.298 0.585
C -0.577 0.258 1.852
O -1.904 0.419 1.788
C -0.079 0.840 3.206
C 0.872 1.838 3.380
C 1.243 2.267 4.644
C 0.660 1.720 5.770
C -0.338 0.772 5.611
C -0.699 0.344 4.349
C -0.153 -1.223 1.906
C 1.146 -1.677 1.717
C 1.450 -3.018 1.873
C 0.474 -3.924 2.244
C -0.823 -3.482 2.429
C -1.132 -2.148 2.247
C -0.668 0.075 -1.754
O -1.847 0.703 -1.630
C -0.091 0.315 -3.170
C 1.262 0.389 -3.484
C 1.680 0.641 -4.778
C 0.755 0.799 -5.795
C -0.595 0.710 -5.499
C -1.008 0.480 -4.199
C -0.768 -1.455 -1.576
C 0.120 -2.318 -2.212
C -0.027 -3.689 -2.119
C -1.054 -4.228 -1.366
C -1.928 -3.380 -0.711
C -1.788 -2.007 -0.814
H 1.846 4.342 -0.974
H 2.134 3.386 0.489
H 0.909 4.669 0.508
H -0.253 3.962 -2.305
H -1.318 4.235 -0.898
H -1.376 2.693 -1.801
H 1.277 -0.157 -0.792
H 1.274 1.064 1.084
H 1.338 2.318 2.535
H 2.001 3.035 4.744
H 0.971 2.039 6.756
H -0.830 0.360 6.483
H -1.490 -0.380 4.227
H 1.940 -0.992 1.453
H 2.463 -3.360 1.708
H 0.728 -4.967 2.385
H -1.593 -4.187 2.714
H -2.141 -1.780 2.360
H 2.014 0.275 -2.721
H 2.739 0.724 -4.991
H 1.085 0.996 -6.808
H -1.328 0.831 -6.289
H -2.056 0.440 -3.938
H 0.922 -1.919 -2.817
H 0.662 -4.335 -2.649
H -1.176 -5.302 -1.306
H -2.726 -3.799 -0.114
H -2.477 -1.345 -0.309
*
```

Properties
calculated total energy = -1661.39141 Ha
gap between HOMO and LUMO = 7.04 eV

=====

[4]
Below is a cluster of 3 separate species, C39H61BBrFN3O7S in total, with properties calculated with ωB97M-V/def2-TZVPD.

```
! RIJCOSX wB97M-V def2-TZVPD def2/J DEFGRID3
* xyz 1 1
C -9.046 -1.285 2.328
C -7.757 -0.632 1.840
O -8.014 0.729 1.519
C -7.171 1.287 0.541
C -5.670 1.190 0.838
C -4.896 0.156 0.009
C -3.496 -0.086 0.594
C -2.411 -0.416 -0.450
C -1.084 0.310 -0.159
N -0.731 0.092 1.291
N -0.783 -1.267 1.712
C 0.579 0.809 1.761
C 0.224 1.446 3.115
C -0.114 0.412 4.210
C -1.607 0.425 4.588
S -2.245 -1.241 5.001
N 1.548 -0.226 1.961
C 2.632 -0.058 2.468
O 3.701 0.002 2.924
C 1.016 1.843 0.690
C 0.175 3.137 0.832
C 0.792 4.239 1.721
C 0.340 5.635 1.242
C -0.998 5.992 1.826
O -2.017 5.995 1.219
O -0.936 6.335 3.154
C 1.167 1.233 -0.780
Br 1.007 2.719 -2.087
B 2.731 0.771 -0.980
C 3.747 1.441 -1.973
O 3.221 -0.250 -0.200
C 0.110 0.078 -1.109
C -0.378 0.190 -2.573
C -1.105 -1.021 -3.207
C -2.320 -0.628 -4.036
F -1.875 -0.213 -5.284
C 0.709 -1.321 -0.933
O 1.487 -1.635 -2.080
C 2.502 -2.535 -1.883
C 3.756 -2.227 -2.633
O 2.340 -3.487 -1.190
H -9.889 -0.645 2.077
H -9.037 -1.431 3.407
H -9.185 -2.262 1.868
H -6.970 -0.686 2.601
H -7.387 -1.153 0.949
H -7.399 0.877 -0.453
H -7.440 2.343 0.516
H -5.501 1.012 1.904
H -5.218 2.163 0.622
H -4.777 0.571 -0.996
H -5.451 -0.780 -0.065
H -3.561 -0.860 1.362
H -3.234 0.852 1.112
H -2.278 -1.492 -0.550
H -2.754 -0.015 -1.402
H -1.351 1.359 -0.313
H -1.455 0.579 1.819
H -0.948 -1.899 0.945
H -1.435 -1.397 2.480
H 1.020 2.124 3.423
H -0.655 2.087 3.003
H 0.460 0.641 5.108
H 0.178 -0.594 3.919
H -2.236 0.750 3.757
H -1.776 1.052 5.460
H -1.072 -1.816 5.287
H 2.033 2.115 0.998
H 0.002 3.598 -0.130
H -0.834 2.907 1.190
H 1.879 4.175 1.701
H 0.435 4.136 2.746
H 0.287 5.685 0.156
H 1.081 6.367 1.570
H -1.452 5.710 3.676
H 3.436 1.307 -3.011
H 4.733 0.976 -1.876
H 3.886 2.509 -1.793
H 4.141 -0.087 0.039
H 0.517 0.324 -3.175
H -1.020 1.062 -2.692
H -1.417 -1.796 -2.508
H -0.433 -1.508 -3.914
H -2.951 -1.506 -4.179
H -2.900 0.185 -3.594
H -0.114 -2.042 -0.863
H 1.293 -1.460 -0.025
H 3.608 -1.463 -3.393
H 4.157 -3.141 -3.063
H 4.474 -1.841 -1.908
C 3.540 -0.374 -6.231
C 3.669 -0.909 -7.505
C 2.551 -1.391 -8.171
C 1.302 -1.334 -7.568
C 1.170 -0.797 -6.295
C 2.291 -0.321 -5.627
H 4.413 0.002 -5.711
H 4.640 -0.949 -7.979
H 2.653 -1.811 -9.163
H 0.430 -1.707 -8.090
H 0.199 -0.745 -5.826
H 2.191 0.096 -4.630
C 7.682 -3.626 3.999
C 6.887 -2.505 3.802
C 5.566 -2.652 3.399
C 5.041 -3.922 3.198
C 5.835 -5.043 3.397
C 7.156 -4.894 3.795
H 8.711 -3.511 4.312
H 7.298 -1.517 3.964
H 4.948 -1.778 3.240
H 4.010 -4.041 2.885
H 5.424 -6.032 3.242
H 7.776 -5.767 3.947
*
```

Properties
calculated total energy = -5310.28985 Ha
gap between HOMO and LUMO = 8.49 eV

=====

[5]
Below is a cluster of 3 separate species, C11H26N7O4 in total, with properties calculated with ωB97M-V/def2-TZVPD.

```
! RIJCOSX wB97M-V def2-TZVPD def2/J DEFGRID3
* xyz 1 1
N 4.297 -0.299 2.418
C 2.859 -0.140 1.976
C 2.337 1.409 1.845
O 1.969 1.883 3.219
C 0.912 1.510 0.976
C -0.177 0.395 1.484
N -0.092 -1.002 0.909
C -1.241 -1.675 1.644
N -1.383 -3.001 1.315
N -1.979 -0.773 2.609
N -1.311 0.447 2.484
O -1.558 1.583 3.161
H 4.379 -1.327 2.677
H 4.974 -0.201 1.606
H 2.172 -0.763 2.703
H 2.744 -0.641 0.907
H 3.195 2.063 1.387
H 1.982 1.096 3.840
H 1.143 1.364 -0.179
H 0.489 2.596 1.116
H -1.420 -3.244 0.284
H -1.440 -3.800 2.007
H -2.786 -1.045 3.213
H -2.409 2.023 2.857
C -1.736 4.448 -1.326
C -0.394 5.092 -1.109
O 0.658 4.486 -1.293
N -0.370 6.391 -0.695
C -1.489 7.263 -0.426
H -1.597 3.413 -1.655
H -2.303 4.440 -0.391
H -2.288 4.985 -2.102
H 0.566 6.757 -0.570
H -1.406 8.132 -1.084
H -1.421 7.591 0.614
H -2.449 6.773 -0.591
C -1.487 -5.122 -3.763
C -1.185 -5.594 -2.367
O -2.032 -5.592 -1.478
N 0.079 -6.035 -2.103
C 1.204 -6.114 -3.005
H -2.531 -4.802 -3.823
H -0.849 -4.271 -4.017
H -1.335 -5.938 -4.475
H 0.209 -6.336 -1.144
H 1.529 -7.156 -3.050
H 2.011 -5.502 -2.595
H 0.958 -5.767 -4.009
*
```

Properties
energy above the lowest of the compared OMol25 structures with the same formula, charge and spin = 122.1 kcal per mole
calculated total energy = -1118.53665 Ha
gap between HOMO and LUMO = 7.83 eV

=====

[6]
Below is a structure of composition C28H43BrEuN2P2, with properties calculated with ωB97M-V/def2-TZVPD.

```
! RIJCOSX wB97M-V def2-TZVPD def2/J DEFGRID3
* xyz 2 8
C -1.623 6.630 -2.228
C -1.907 5.269 -2.320
C -2.062 4.704 -3.598
C -1.776 5.497 -4.718
N -1.391 6.767 -4.614
C -1.358 7.341 -3.414
C -1.795 4.403 -1.144
C -0.912 3.555 -0.844
C 0.001 2.517 -0.540
C 1.068 2.691 0.373
C 1.814 1.608 0.766
C 1.511 0.333 0.283
C 0.417 0.121 -0.567
C -0.360 1.213 -0.965
Eu -2.285 2.668 0.842
P 2.537 -1.065 0.716
H -2.279 3.643 -3.713
H -1.480 7.105 -1.260
H -1.863 5.090 -5.727
H -1.106 8.405 -3.388
H -1.263 1.056 -1.583
H 1.280 3.679 0.777
H 0.120 -0.889 -0.861
H 2.652 1.746 1.437
C 1.545 -1.982 1.879
C 2.087 -3.381 2.165
H 0.507 -1.959 1.523
H 1.462 -1.360 2.784
H 1.805 -3.670 3.181
H 1.694 -4.134 1.471
H 3.183 -3.446 2.095
C 2.950 -1.809 -0.869
C 3.394 -0.823 -1.976
H 2.063 -2.379 -1.183
H 3.737 -2.542 -0.644
H 3.534 -1.396 -2.907
H 2.654 -0.036 -2.187
H 4.349 -0.333 -1.735
C 4.018 -0.420 1.488
C 5.119 -1.443 1.699
H 3.692 0.035 2.434
H 4.355 0.396 0.834
H 5.999 -0.912 2.065
H 4.838 -2.192 2.446
H 5.374 -1.948 0.761
Br -1.394 -0.175 1.686
P -2.871 -3.060 -1.334
C -1.062 -3.381 -1.280
C -0.689 -4.836 -1.596
H -0.710 -3.108 -0.274
H -0.581 -2.710 -2.006
H 0.399 -4.936 -1.710
H -0.995 -5.519 -0.797
H -1.150 -5.178 -2.529
C -3.324 -2.920 0.455
C -4.737 -3.486 0.699
H -3.192 -1.884 0.825
H -2.592 -3.552 0.991
H -4.959 -3.488 1.773
H -5.523 -2.913 0.184
H -4.776 -4.525 0.341
C -2.987 -1.378 -2.062
C -3.298 -1.478 -3.563
H -2.048 -0.848 -1.865
H -3.793 -0.858 -1.523
H -3.581 -0.497 -3.956
H -2.430 -1.829 -4.134
H -4.133 -2.168 -3.747
C 0.446 1.343 6.086
C 0.895 2.053 4.789
C -0.207 2.391 3.896
N -1.048 2.725 3.157
H -0.397 1.862 6.563
H 1.263 1.294 6.818
H 0.152 0.318 5.840
H 1.441 2.989 5.015
H 1.587 1.401 4.227
*
```

Properties
energy above the lowest of the compared OMol25 structures with the same formula, charge and spin = 0.0 kcal per mole
calculated total energy = -5168.69930 Ha
⟨S²⟩ = 15.76
gap between HOMO and LUMO (spin up / spin down) = 4.54 / 4.54 eV

=====

Which of these has the lowest calculated total energy? C39H61BBrFN3O7S